Entry from the Open Molecules 2025 dataset: a cluster of 2 separate species, C2H5S in total at a distorted geometry (ωB97M-V with the def2-TZVPD basis set).

Each atom is followed by the atoms it is bonded to, with distances in Å.
CARTESIAN COORDINATES (ANGSTROEM)
1 H -0.424 2.131 1.502  C8 1.080
2 H 0.411 -0.325 -0.067  C4 1.090
3 H -1.110 0.295 1.537  C8 1.078
4 C 0.364 0.726 0.219  H2 1.090, H5 1.079, C8 1.342
5 H 0.958 1.399 -0.381  C4 1.079
6 H -0.336 -3.141 -2.003  S7 1.341
7 S 0.591 -2.173 -2.024  H6 1.341
8 C -0.454 1.089 1.218  H1 1.080, H3 1.078, C4 1.342

Computed properties:
Spin multiplicity: 1
M: 61.1 g/mol
Relative energy (zero: lowest compared OMol25 entry of this formula, charge and spin): 0.806 eV
Kohn-Sham gap: 6.5 eV
Electronic energy: -12990.1096 eV
Total charge: -1

Atomic partial charges in e from the natural (NBO) method, atoms 1 to 5: number 1, H, carries 0.18; number 2, H, carries 0.25; number 3, H, carries 0.20; number 4, C, carries -0.35; number 5, H, carries 0.17